# 1
# C35H75Br2F3NO19P5S

A cluster of 5 separate species, C35H75Br2F3NO19P5S in total in a non-equilibrium geometry (ωB97M-V/def2-TZVPD, the OMol25 dataset).

## Properties
- E_HOMO (eV) = -8.595
- net charge = 0
- frontier orbital gap (eV) = 6.7

Each line ends with the Mulliken charge.
Cartesian coordinates (Å):
C (6.076, -2.297, -0.475)  -1.135
C (4.687, -1.654, 0.027)  0.218
Br (4.821, 0.081, 0.932)  -0.141
C (3.438, -2.267, -0.140)  -0.712
Br (3.512, -4.077, -1.002)  -0.119
C (2.016, -1.743, 0.295)  2.151
C (1.945, -1.997, 1.874)  -1.353
C (1.566, -0.218, 0.149)  -0.114
O (1.699, 0.773, 0.875)  -0.507
N (0.757, -0.027, -1.103)  -0.387
C (-0.216, -1.192, -0.996)  -0.613
C (-0.981, -1.441, -2.367)  -0.756
C (-1.849, -0.212, -2.908)  -0.756
C (-2.423, 0.761, -1.797)  0.835
F (-3.528, 1.446, -2.400)  -0.268
F (-1.526, 1.795, -1.445)  -0.246
F (-2.971, 0.110, -0.672)  -0.266
C (0.851, -2.385, -0.645)  -0.676
P (-0.121, -3.874, -0.025)  0.587
O (0.611, -4.754, 1.227)  -0.334
O (-1.728, -3.541, 0.429)  -0.545
S (-0.239, -5.107, -1.555)  -0.420
H (6.574, -2.938, 0.317)  0.270
H (6.770, -1.394, -0.645)  0.342
H (5.978, -2.798, -1.492)  0.413
H (2.380, -3.019, 2.158)  0.286
H (2.397, -1.147, 2.491)  0.361
H (0.826, -2.023, 2.155)  0.273
H (1.431, -0.403, -1.802)  0.439
H (-0.790, -0.918, -0.054)  0.532
H (-0.165, -1.634, -3.157)  0.223
H (-1.583, -2.411, -2.275)  0.333
H (-2.751, -0.674, -3.453)  0.378
H (-1.287, 0.359, -3.729)  0.353
H (1.156, -2.669, -1.717)  0.630
H (-0.003, -4.658, 1.999)  0.299
H (-1.850, -2.610, 0.722)  0.403
C (-4.187, 3.834, -4.938)  -0.880
C (-4.210, 2.320, -5.034)  -0.133
O (-4.764, 1.888, -6.271)  -0.360
P (-3.849, 2.060, -7.639)  1.203
O (-2.907, 0.883, -7.359)  -0.726
O (-4.787, 1.218, -8.723)  -0.370
C (-4.198, 0.231, -9.568)  -0.365
C (-4.490, -1.156, -9.024)  -1.109
O (-4.749, 3.459, -8.033)  -0.436
C (-6.089, 3.458, -8.525)  -0.243
C (-7.129, 2.919, -7.562)  -0.794
H (-3.500, 4.261, -5.676)  0.290
H (-3.862, 4.153, -3.945)  0.477
H (-5.176, 4.254, -5.137)  0.040
H (-3.207, 1.905, -4.904)  0.073
H (-4.841, 1.916, -4.241)  0.319
H (-3.127, 0.400, -9.687)  0.346
H (-4.648, 0.335, -10.559)  0.340
H (-4.233, -1.242, -7.966)  0.271
H (-3.936, -1.917, -9.580)  0.375
H (-5.558, -1.378, -9.104)  0.299
H (-6.143, 2.956, -9.493)  0.268
H (-6.328, 4.509, -8.721)  0.355
H (-7.034, 1.840, -7.434)  0.280
H (-8.135, 3.119, -7.942)  0.413
H (-7.032, 3.382, -6.578)  0.062
C (11.824, -2.993, 0.973)  -0.985
C (10.562, -3.575, 1.582)  -0.166
O (10.486, -3.310, 2.977)  -0.274
P (10.126, -1.767, 3.461)  1.147
O (8.630, -1.836, 3.137)  -0.701
O (9.915, -2.026, 5.089)  -0.355
C (8.759, -1.519, 5.754)  -0.438
C (7.753, -2.636, 5.968)  -0.870
O (11.786, -1.507, 3.774)  -0.433
C (12.503, -2.049, 4.882)  -0.177
C (12.618, -3.561, 4.899)  -0.894
H (11.807, -1.899, 1.013)  0.289
H (11.923, -3.296, -0.071)  0.416
H (12.710, -3.322, 1.521)  0.181
H (9.671, -3.191, 1.077)  0.117
H (10.568, -4.661, 1.463)  0.307
H (8.322, -0.684, 5.203)  0.352
H (9.080, -1.127, 6.723)  0.339
H (7.552, -3.187, 5.047)  0.281
H (6.809, -2.242, 6.353)  0.158
H (8.143, -3.363, 6.686)  0.318
H (12.102, -1.669, 5.824)  0.229
H (13.515, -1.638, 4.803)  0.355
H (11.659, -4.032, 5.119)  0.239
H (13.325, -3.877, 5.672)  0.401
H (12.963, -3.940, 3.936)  0.174
C (3.129, -1.171, 9.325)  -1.088
C (3.686, -1.739, 8.033)  -0.168
O (3.134, -3.018, 7.745)  -0.211
P (1.566, -3.093, 7.218)  1.132
O (1.847, -2.614, 5.789)  -0.703
O (1.478, -4.699, 6.798)  -0.380
C (0.951, -5.080, 5.530)  -0.415
C (2.086, -5.422, 4.581)  -1.011
O (1.085, -3.538, 8.796)  -0.444
C (1.300, -4.820, 9.386)  -0.188
C (2.753, -5.196, 9.598)  -0.874
H (2.060, -0.959, 9.229)  0.308
H (3.640, -0.243, 9.590)  0.426
H (3.245, -1.882, 10.147)  0.198
H (3.508, -1.056, 7.197)  0.300
H (4.767, -1.871, 8.129)  0.151
H (0.304, -4.301, 5.121)  0.325
H (0.325, -5.963, 5.683)  0.360
H (2.844, -4.637, 4.551)  0.233
H (1.711, -5.586, 3.567)  0.315
H (2.595, -6.331, 4.912)  0.350
H (0.764, -5.593, 8.832)  0.243
H (0.819, -4.772, 10.369)  0.359
H (3.256, -5.400, 8.652)  0.218
H (2.823, -6.100, 10.210)  0.408
H (3.298, -4.395, 10.100)  0.178
C (-8.162, 4.182, -2.013)  -0.885
C (-9.023, 5.289, -1.432)  -0.408
O (-9.137, 6.386, -2.330)  -0.279
P (-10.097, 6.205, -3.668)  1.077
O (-11.434, 6.343, -2.932)  -0.721
O (-10.101, 7.768, -4.234)  -0.384
C (-11.331, 8.404, -4.579)  -0.382
C (-11.752, 9.351, -3.469)  -1.123
O (-8.694, 5.930, -4.603)  -0.322
C (-7.761, 6.936, -4.996)  -0.117
C (-7.012, 7.598, -3.856)  -0.998
H (-8.643, 3.733, -2.888)  0.259
H (-7.993, 3.396, -1.274)  0.442
H (-7.195, 4.570, -2.341)  0.122
H (-10.016, 4.914, -1.168)  0.289
H (-8.559, 5.670, -0.519)  0.322
H (-12.107, 7.670, -4.799)  0.359
H (-11.162, 8.973, -5.498)  0.340
H (-11.742, 8.864, -2.492)  0.286
H (-12.755, 9.745, -3.653)  0.374
H (-11.056, 10.192, -3.404)  0.296
H (-8.239, 7.675, -5.641)  0.293
H (-7.025, 6.424, -5.624)  0.285
H (-7.666, 8.245, -3.270)  0.281
H (-6.200, 8.219, -4.248)  0.433
H (-6.585, 6.855, -3.180)  0.159

---

# 2
# C35H76IN8O6P2Si

A cluster of 3 separate species, C35H76IN8O6P2Si in total in a non-equilibrium geometry (ωB97M-V/def2-TZVPD, the OMol25 dataset).

## Properties
- E_HOMO (eV) = -9.084
- net charge = +1
- frontier orbital gap (eV) = 5.7

Each line ends with the Mulliken charge.
Cartesian coordinates (Å):
C (-0.973, -4.183, -0.539)  -0.639
C (0.502, -4.372, -0.504)  -0.459
C (1.598, -3.537, 0.362)  0.274
C (1.183, -1.947, 0.392)  0.174
N (0.681, -1.425, -0.970)  -0.123
C (1.835, -1.164, -1.913)  -0.376
C (1.860, 0.459, -2.200)  -0.697
C (0.055, -1.701, 1.554)  -0.690
O (-0.101, -0.224, 1.770)  -0.299
C (-1.461, 0.207, 1.346)  0.428
C (-2.640, -0.120, 2.439)  -0.945
C (0.665, -2.277, 2.991)  -1.422
I (2.240, -0.961, 3.611)  0.188
N (0.950, -3.795, 2.933)  0.874
O (-0.308, -4.250, 2.605)  -0.503
C (1.193, -4.418, 4.285)  0.017
C (2.676, -4.289, 4.924)  -0.203
O (2.628, -3.475, 6.184)  -0.374
Si (2.502, -4.510, 7.599)  0.485
C (3.890, -5.833, 7.772)  -0.913
C (2.663, -3.353, 9.175)  -0.963
C (0.701, -5.226, 7.614)  -0.836
C (1.962, -4.164, 1.856)  -0.432
C (2.487, -5.705, 1.842)  -0.778
O (1.580, -6.731, 1.332)  -0.266
C (1.645, -7.987, 2.096)  0.273
C (2.853, -9.101, 2.037)  -0.304
C (2.693, -10.483, 2.957)  -0.363
C (1.386, -10.791, 3.927)  -0.366
C (0.180, -9.679, 3.989)  -0.439
C (0.337, -8.321, 3.083)  -0.070
H (-1.571, -3.445, -1.221)  0.302
H (-1.605, -4.833, 0.235)  0.125
H (0.926, -5.247, -1.198)  0.277
H (2.625, -3.590, -0.245)  0.612
H (2.202, -1.350, 0.572)  0.344
H (0.091, -0.567, -0.840)  0.064
H (2.855, -1.596, -1.531)  0.254
H (1.553, -1.685, -2.943)  0.285
H (2.949, 0.820, -2.432)  0.349
H (1.437, 1.094, -1.287)  0.132
H (1.145, 0.649, -3.119)  0.170
H (-1.017, -2.097, 1.307)  0.479
H (-1.520, 1.378, 1.132)  -0.243
H (-1.780, -0.302, 0.319)  0.262
H (-2.650, -1.307, 2.570)  0.204
H (-3.704, 0.135, 1.964)  0.343
H (-2.488, 0.365, 3.495)  0.273
H (-0.242, -2.183, 3.761)  0.647
H (-0.258, -5.091, 2.080)  0.323
H (0.430, -3.913, 5.039)  0.277
H (0.903, -5.575, 4.278)  -0.148
H (3.075, -5.392, 5.141)  0.236
H (3.493, -3.781, 4.257)  0.198
H (4.025, -6.037, 8.938)  0.315
H (3.571, -6.833, 7.241)  0.312
H (4.933, -5.448, 7.375)  0.281
H (3.718, -2.855, 9.268)  0.277
H (1.802, -2.560, 9.247)  0.270
H (2.543, -4.066, 10.115)  0.282
H (0.580, -5.937, 6.692)  0.165
H (0.435, -5.708, 8.649)  0.379
H (-0.044, -4.314, 7.424)  0.212
H (2.940, -3.542, 2.162)  0.378
H (2.912, -6.110, 2.863)  0.307
H (3.429, -5.716, 1.105)  0.358
H (3.781, -8.934, 1.336)  0.305
H (3.543, -11.312, 2.895)  0.290
H (1.270, -11.799, 4.552)  0.306
H (-0.814, -9.796, 4.627)  0.299
H (-0.558, -7.532, 3.113)  0.215
O (0.438, 2.909, -4.616)  -0.647
P (0.042, 4.086, -5.541)  1.076
N (-1.180, 3.145, -6.308)  0.068
C (-1.685, 3.270, -7.671)  -0.811
C (-2.309, 2.788, -5.439)  -1.137
N (1.501, 3.922, -6.452)  0.112
C (1.563, 3.219, -7.726)  -1.173
C (2.707, 3.588, -5.681)  -1.058
N (-0.413, 5.439, -6.604)  -0.087
C (0.634, 6.415, -6.971)  -1.008
C (-1.470, 6.239, -5.948)  -1.235
H (-2.314, 4.154, -7.813)  0.268
H (-2.284, 2.391, -7.935)  0.372
H (-0.898, 3.289, -8.422)  0.180
H (-3.059, 3.582, -5.413)  0.345
H (-1.993, 2.604, -4.408)  0.211
H (-2.796, 1.870, -5.785)  0.408
H (1.195, 2.195, -7.651)  0.267
H (2.590, 3.182, -8.116)  0.419
H (1.015, 3.767, -8.493)  0.319
H (2.766, 2.516, -5.466)  0.317
H (2.727, 4.135, -4.732)  0.274
H (3.614, 3.877, -6.225)  0.353
H (1.181, 6.765, -6.088)  0.347
H (0.201, 7.287, -7.476)  0.372
H (1.347, 6.006, -7.691)  0.297
H (-1.100, 6.711, -5.033)  0.426
H (-2.330, 5.623, -5.676)  0.232
H (-1.852, 7.017, -6.619)  0.477
O (-2.864, 3.913, -1.937)  -0.753
P (-3.028, 4.873, -0.733)  0.871
N (-3.660, 6.119, -1.742)  0.279
C (-3.575, 7.562, -1.546)  -0.888
C (-4.974, 5.821, -2.328)  -1.258
N (-1.319, 5.091, -0.614)  0.417
C (-0.628, 6.246, -1.170)  -1.219
C (-0.499, 3.897, -0.866)  -0.885
N (-3.217, 5.977, 0.650)  -0.050
C (-2.283, 5.832, 1.785)  -0.870
C (-4.564, 5.798, 1.236)  -1.112
H (-4.222, 7.922, -0.741)  0.273
H (-3.863, 8.087, -2.464)  0.371
H (-2.562, 7.910, -1.349)  0.199
H (-5.785, 6.083, -1.645)  0.339
H (-5.083, 4.761, -2.574)  0.346
H (-5.122, 6.374, -3.262)  0.358
H (-0.825, 6.372, -2.235)  0.202
H (0.460, 6.168, -1.034)  0.446
H (-0.893, 7.151, -0.623)  0.390
H (-0.363, 3.719, -1.937)  0.314
H (-0.958, 3.008, -0.420)  -0.108
H (0.492, 3.997, -0.408)  0.437
H (-2.210, 4.788, 2.112)  0.281
H (-2.603, 6.439, 2.641)  0.360
H (-1.282, 6.200, 1.548)  0.263
H (-4.682, 4.795, 1.656)  0.374
H (-5.348, 5.937, 0.489)  0.252
H (-4.755, 6.537, 2.022)  0.422

---

Q: E_HOMO of number 2 (C35H76IN8O6P2Si)?
A: -9.084 eV

---

Q: The lowest frontier orbital gap belongs to which entry?
A: C35H76IN8O6P2Si

---

Q: Which of these has the lowest E_HOMO?
A: C35H76IN8O6P2Si

---

Q: What is the frontier orbital gap in the second record?
A: 5.7 eV